Entry 1:
Below is a 10-piece molecular cluster, C20H60N2O10 overall in a non-equilibrium geometry, with properties calculated with wB97M-V/def2-TZVPD.

Atoms and positions in Å:
O1 -17.45534 -25.36696 -15.88206
O2 -16.03587 -21.15041 -18.46584
O3 -20.70595 -20.55538 -19.73903
O4 -18.03411 -21.37082 -20.43299
O5 -20.11775 -19.74358 -17.03510
O6 -22.35010 -23.15881 -17.40354
O7 -19.87670 -27.39272 -12.83279
O8 -17.29844 -22.72193 -16.69182
O9 -23.03546 -23.62757 -14.18763
O10 -20.69446 -21.31711 -13.85823
N1 -20.08621 -22.47384 -17.74104
N2 -20.62980 -23.53105 -15.85264
C1 -18.14810 -23.57087 -20.35338
C2 -24.16810 -23.26825 -14.90501
C3 -21.00008 -23.12408 -17.03542
C4 -19.83003 -21.42754 -12.90443
C5 -16.11165 -22.52103 -21.30224
C6 -17.57708 -22.10854 -15.47878
C7 -21.44682 -26.68718 -14.45965
C8 -19.98470 -20.43258 -11.75105
C9 -18.96589 -25.70644 -17.53493
C10 -21.54781 -21.19266 -20.64340
C11 -16.51729 -20.03168 -17.65452
C12 -21.33758 -25.72639 -12.06864
C13 -20.94761 -18.50156 -15.43439
C14 -22.34924 -20.10268 -16.63775
C15 -19.98064 -22.90418 -12.40127
C16 -21.16665 -19.19302 -16.75604
C17 -17.62720 -26.12434 -16.86597
C18 -20.55596 -26.41344 -13.23552
C19 -17.59645 -22.35028 -21.06657
C20 -17.71892 -27.59949 -16.46101
H1 -19.23122 -23.44839 -20.21887
H2 -21.99167 -20.42438 -21.31771
H3 -19.09060 -23.08703 -11.74880
H4 -16.72018 -27.93115 -16.16133
H5 -17.51043 -21.37503 -19.62422
H6 -15.61042 -22.95622 -20.42429
H7 -20.04517 -23.69679 -13.15992
H8 -18.90907 -27.17249 -12.90575
H9 -20.98348 -20.48283 -11.33026
H10 -21.03412 -27.25209 -15.27481
H11 -17.94709 -24.45250 -20.97221
H12 -18.15628 -28.19144 -17.26957
H13 -16.39254 -19.05806 -18.12091
H14 -22.15399 -26.35001 -11.75729
H15 -19.16855 -20.61304 -11.08967
H16 -20.37661 -20.64088 -17.19332
H17 -15.90178 -19.97757 -16.77217
H18 -20.74225 -25.61820 -11.17478
H19 -15.94183 -23.22119 -22.19772
H20 -17.97150 -22.80434 -14.77003
H21 -21.39580 -23.89158 -15.22014
H22 -18.40664 -27.54463 -15.59624
H23 -21.90343 -18.40992 -14.92952
H24 -19.86609 -25.88550 -16.92055
H25 -20.84649 -17.39244 -15.53552
H26 -18.87878 -24.67813 -17.86801
H27 -18.31788 -21.23604 -15.54296
H28 -21.86374 -25.81914 -14.86494
H29 -21.04322 -21.89851 -21.26346
H30 -23.28013 -19.54816 -16.47905
H31 -15.60443 -21.57602 -21.58877
H32 -24.00918 -22.29662 -15.41332
H33 -18.02136 -22.31263 -22.06259
H34 -16.74983 -22.13682 -17.23081
H35 -21.71071 -24.77965 -12.42583
H36 -17.55947 -20.27037 -17.48623
H37 -17.48108 -24.45428 -16.17927
H38 -18.77562 -21.30921 -13.10181
H39 -17.72926 -23.74599 -19.35864
H40 -19.74047 -23.77017 -15.63115
H41 -19.67781 -19.52310 -12.10898
H42 -20.34136 -21.98167 -18.57452
H43 -22.34907 -21.72663 -20.08045
H44 -22.31442 -27.27242 -14.10420
H45 -20.51105 -22.03774 -14.45149
H46 -16.77675 -26.01286 -17.62162
H47 -22.29272 -20.89850 -15.94077
H48 -22.49624 -20.57288 -17.59500
H49 -22.99337 -22.92351 -13.52563
H50 -19.75610 -25.75920 -13.53947
H51 -19.07072 -22.50729 -17.52462
H52 -20.29323 -19.78356 -20.17252
H53 -20.89214 -22.93799 -11.76438
H54 -24.39862 -24.02665 -15.67693
H55 -21.35528 -18.47989 -17.52844
H56 -15.10299 -20.99276 -18.68273
H57 -19.03339 -26.31619 -18.42592
H58 -20.19966 -18.97044 -14.76397
H59 -16.65952 -21.60566 -15.11272
H60 -25.02262 -23.10115 -14.22746

Summary:
net charge	0


Entry 2:
Below is a 10-piece molecular cluster, C20H60N2O10 overall in a non-equilibrium geometry, with properties calculated with wB97M-V/def2-TZVPD.

Atoms and positions in Å:
O1 -1.19646 0.50087 -1.51937
O2 -0.94112 0.84387 4.00468
O3 -1.48462 -1.43559 -4.55819
O4 -4.04964 0.84707 -0.58259
O5 1.60713 -3.27797 2.27080
O6 -1.27196 -2.27159 -1.19359
O7 1.75636 0.88404 5.07436
O8 -2.83927 1.57681 -3.30694
O9 3.43484 -1.06112 1.81104
O10 2.18748 -1.07682 -4.72356
N1 2.89316 -3.16713 -3.91159
N2 0.92614 -2.59016 -3.52758
C1 -0.54015 -3.92357 1.84378
C2 3.81865 -1.41228 0.70665
C3 2.04539 -2.24270 -4.03962
C4 2.59199 2.42684 3.56146
C5 -3.91862 2.49626 -3.44932
C6 3.34915 2.07688 5.86234
C7 -2.56558 -2.21182 -0.58747
C8 0.09593 1.99083 -0.51830
C9 5.22453 -0.87475 0.39660
C10 -4.05893 1.68058 0.36280
C11 0.77787 1.05854 -2.70817
C12 -3.66564 3.17026 0.14039
C13 -5.44292 1.58670 1.01155
C14 -0.01930 0.76142 -1.41841
C15 0.50687 -2.91933 1.67741
C16 0.10422 -1.45837 2.12931
C17 2.87091 -1.13328 -0.41445
C18 -1.05161 -0.48458 -5.53213
C19 -1.16171 1.43913 2.71200
C20 2.79490 1.37636 4.61730
H1 -1.48262 -0.60591 -6.53668
H2 -0.54314 -1.08512 1.45973
H3 0.77360 -3.48958 -3.03892
H4 -0.69928 -4.05851 2.96316
H5 2.75411 -4.04533 -3.46922
H6 0.75481 -2.94985 0.61560
H7 5.93719 -0.89224 1.21203
H8 4.19116 -0.66105 2.29474
H9 0.05671 2.88806 -1.13435
H10 -0.37629 -1.43381 3.14887
H11 -0.22448 1.56265 2.21571
H12 -5.69129 0.52605 1.12498
H13 3.50447 2.85774 3.22179
H14 0.64517 0.25224 -3.27672
H15 3.22739 -1.41820 -1.44195
H16 -0.76036 1.98559 0.20115
H17 1.82745 1.16128 -2.60347
H18 1.94766 3.20191 3.88441
H19 -3.20930 0.68962 -3.27969
H20 3.48670 1.41880 6.77056
H21 3.86694 -2.46696 0.73440
H22 3.64370 0.61061 4.38097
H23 0.33803 -0.08124 -0.96291
H24 -2.39133 -1.08070 -4.42771
H25 0.89078 -0.70139 2.13872
H26 -3.54275 3.50649 -3.24490
H27 -2.88945 3.10524 -0.62217
H28 5.78291 -1.32150 -0.46669
H29 -0.22971 -4.88099 1.42950
H30 0.37819 1.83451 -3.39629
H31 -4.17939 2.50936 -4.54176
H32 2.69120 -0.07341 -0.51853
H33 -2.94980 -3.08180 -0.13441
H34 -3.31820 3.52942 1.05257
H35 0.00293 -0.53450 -5.75500
H36 1.94382 -1.63148 -0.21692
H37 3.76334 -2.99146 -4.33461
H38 -6.22177 2.07066 0.37918
H39 -1.61645 2.40269 2.79369
H40 2.21467 1.94818 2.65639
H41 4.23119 2.72291 5.63330
H42 -3.41551 -1.97489 -1.32891
H43 5.07637 0.14532 0.11643
H44 -1.75065 0.76285 2.10217
H45 -5.23594 2.07504 2.02571
H46 -1.07979 -1.35059 -1.14082
H47 -2.51218 -1.45540 0.25282
H48 -1.21332 0.55360 -5.28739
H49 -4.85858 2.30451 -2.92896
H50 -3.33846 1.29597 1.06335
H51 2.60388 2.67186 6.29464
H52 -1.48838 -3.49533 1.44270
H53 -4.46068 3.81876 -0.23400
H54 0.01700 0.83185 4.28887
H55 0.11351 -1.98543 -3.76384
H56 -1.62062 1.11807 -2.12245
H57 1.78841 -0.08504 5.04480
H58 2.25806 -2.65742 2.07470
H59 -3.24894 0.96654 -1.11636
H60 1.05932 1.98536 0.11681

Summary:
net charge	0


Table of orbital gap (eV), in record order: 9.05; 9.43
Table of relative energy (zero: lowest compared OMol25 entry of this formula, charge and spin) (eV), in record order: 0.386; 2.188